{"formula": "C3H10O3", "method": "wB97M-V/def2-TZVPD", "species": ["C", "C", "C", "O", "H", "H", "H", "H", "H", "H", "O", "H", "H", "O", "H", "H"], "positions_angstrom": [[0.089, 1.390, 0.281], [0.745, 0.207, -0.364], [0.086, -0.584, -1.187], [0.638, -1.689, -1.773], [0.781, 2.211, 0.447], [-0.725, 1.782, -0.337], [-0.355, 1.106, 1.237], [1.809, 0.053, -0.251], [-0.926, -0.334, -1.496], [0.069, -1.934, -2.510], [4.223, 0.515, 0.833], [3.934, 1.251, 0.285], [5.023, 0.807, 1.286], [-5.234, -1.274, 1.380], [-5.703, -2.112, 1.339], [-4.453, -1.395, 0.830]], "nbo_charge": [-0.6304, -0.2862, 0.1232, -0.6787, 0.2101, 0.2065, 0.2148, 0.2142, 0.1502, 0.4744, -0.9394, 0.4691, 0.4719, -0.9363, 0.4682, 0.4681], "max_force_ha_per_bohr": 0.0100, "molar_mass_g_mol": 94.1, "smiles": "C/C=C/O.O.O", "e_homo_ev": -8.6, "relative_energy_kj_mol": 91.2}

{"formula": "C5H9NO", "method": "wB97M-V/def2-TZVPD", "species": ["C", "N", "C", "C", "C", "C", "O", "H", "H", "H", "H", "H", "H", "H", "H", "H"], "positions_angstrom": [[0.187, 0.975, -2.656], [0.066, 0.203, -1.672], [0.972, 0.448, -0.524], [0.597, -0.463, 0.631], [-0.872, -0.203, 1.067], [-1.285, -1.141, 2.178], [-2.339, -1.705, 2.221], [-0.522, 1.481, -3.309], [1.212, 1.320, -2.910], [0.860, 1.517, -0.348], [2.041, 0.363, -0.779], [0.637, -1.463, 0.193], [1.288, -0.361, 1.468], [-0.992, 0.833, 1.387], [-1.390, -0.477, 0.151], [-0.461, -1.325, 2.901]], "nbo_charge": [-0.0115, -0.4260, -0.2438, -0.3980, -0.5276, 0.4555, -0.5067, 0.1792, 0.1091, 0.1966, 0.1902, 0.2116, 0.2063, 0.2228, 0.2543, 0.0880], "max_force_ha_per_bohr": 0.0472, "molar_mass_g_mol": 99.1, "smiles": "C=NCCCC=O", "e_homo_ev": -9.3, "relative_energy_kj_mol": 281.2}

{"formula": "C4H12O2", "method": "wB97M-V/def2-TZVPD", "species": ["C", "C", "C", "C", "O", "H", "H", "H", "H", "H", "H", "H", "H", "H", "H", "O", "H", "H"], "positions_angstrom": [[-0.168, 2.443, 0.543], [1.044, 1.554, 0.785], [0.881, 0.194, 0.089], [1.659, -0.940, 0.755], [1.262, 0.325, -1.295], [-0.995, 2.247, 1.223], [-0.581, 2.284, -0.457], [0.037, 3.513, 0.659], [1.929, 2.050, 0.371], [1.206, 1.379, 1.840], [-0.181, -0.011, -0.026], [1.199, -1.911, 0.528], [2.644, -0.966, 0.313], [1.699, -0.858, 1.842], [2.215, 0.256, -1.411], [-4.902, -3.863, -1.654], [-4.301, -3.118, -1.847], [-4.647, -4.578, -2.256]], "nbo_charge": [-0.6102, -0.4219, 0.1024, -0.6326, -0.7326, 0.2019, 0.2128, 0.2094, 0.2044, 0.1982, 0.1759, 0.2176, 0.2017, 0.2133, 0.4596, -0.9414, 0.4712, 0.4702], "max_force_ha_per_bohr": 0.0196, "molar_mass_g_mol": 92.1, "smiles": "CC[C@H](C)O.O", "e_homo_ev": -10.2, "relative_energy_kj_mol": 24.3}

{"formula": "C5H11N", "method": "wB97M-V/def2-TZVPD", "species": ["C", "C", "N", "C", "C", "C", "H", "H", "H", "H", "H", "H", "H", "H", "H", "H", "H"], "positions_angstrom": [[1.388, 0.881, 0.310], [0.926, -0.337, 0.010], [1.693, -1.251, -0.746], [-0.408, -0.810, 0.509], [-1.483, 0.274, 0.675], [-1.881, 1.121, -0.533], [0.871, 1.616, 0.906], [2.417, 1.119, 0.053], [1.138, -1.662, -1.461], [2.509, -0.780, -1.139], [-0.281, -1.273, 1.489], [-0.853, -1.535, -0.177], [-1.305, 0.855, 1.578], [-2.404, -0.304, 0.819], [-1.855, 0.589, -1.486], [-1.182, 1.936, -0.761], [-2.847, 1.579, -0.352]], "nbo_charge": [-0.5234, 0.1996, -0.8088, -0.4412, -0.3887, -0.6155, 0.2040, 0.1874, 0.3651, 0.3693, 0.2281, 0.1979, 0.2026, 0.2009, 0.2039, 0.2086, 0.2101], "max_force_ha_per_bohr": 0.0314, "molar_mass_g_mol": 85.1, "smiles": "C=C(N)CCC", "e_homo_ev": -8.3, "relative_energy_kj_mol": 62.9}

Number 1: gap between HOMO and LUMO 9.211 eV. Number 2: gap between HOMO and LUMO 9.999 eV. Number 3: gap between HOMO and LUMO 10.996 eV. Number 4: gap between HOMO and LUMO 9.410 eV.